Below is a cluster of 2 separate species, C4H11N4 in total at a distorted geometry, with properties calculated with ωB97M-V with the def2-TZVPD basis set.

Frontier orbital gap in eV: 9.69
LUMO in Ha: -0.141
Total charge: +1
Energy above the lowest of the compared OMol25 structures with the same formula, charge and spin in kcal per mole: 84.3

Geometry (Å):
C1 1.993 2.287 -1.295
C2 -1.309 -1.750 1.844
C3 0.800 -0.907 1.118
C4 -2.304 -0.632 -0.639
N1 1.177 1.719 -0.711
N2 -0.600 -1.024 1.047
N3 2.985 2.876 -1.894
N4 -1.057 -0.359 -0.089
H1 -0.927 -2.338 2.561
H2 -2.434 -1.700 1.734
H3 1.178 0.077 1.385
H4 1.055 -1.417 2.076
H5 1.268 -1.387 0.330
H6 -2.354 0.067 -1.568
H7 -2.417 -1.794 -0.867
H8 -3.087 -0.411 0.021
H9 3.036 2.635 -2.982
H10 3.290 3.779 -1.622
H11 -0.295 0.279 -0.449

What are the natural (NBO) partial charges on each atom? They are as follows, in elementary charge units:
1 C 0.50
2 C -0.04
3 C -0.44
4 C -0.43
5 N -0.51
6 N -0.04
7 N -0.84
8 N -0.41
9 H 0.22
10 H 0.23
11 H 0.27
12 H 0.23
13 H 0.24
14 H 0.26
15 H 0.21
16 H 0.20
17 H 0.44
18 H 0.43
19 H 0.47